{
  "formula": "C26H52F14N2O9S",
  "method": "wB97M-V/def2-TZVPD",
  "elements": ["C", "O", "H", "H", "C", "C", "H", "F", "C", "F", "C", "C", "C", "O", "H", "C", "H", "H", "C", "H", "H", "C", "H", "H", "H", "H", "O", "C", "H", "H", "F", "H", "F", "H", "C", "F", "H", "H", "H", "F", "H", "C", "O", "C", "H", "O", "H", "C", "C", "F", "C", "O", "O", "F", "C", "S", "H", "H", "H", "C", "H", "C", "H", "H", "H", "H", "O", "C", "H", "O", "H", "C", "C", "H", "H", "H", "F", "N", "F", "C", "H", "H", "F", "N", "H", "H", "H", "F", "H", "C", "H", "H", "F", "H", "H", "H", "H", "C", "H", "H", "H", "F", "H", "H"],
  "xyz": [[-1.605, 2.603, 1.609], [-3.293, -6.937, -1.179], [2.801, -0.718, -5.567], [-2.822, -6.202, -3.043], [-0.193, 3.091, 1.192], [-3.821, -0.298, 2.149], [4.265, 1.522, -2.234], [-3.674, -5.197, 2.144], [-5.364, -2.383, 1.741], [-4.175, -2.014, 3.749], [-2.334, -1.438, -2.566], [-4.007, 2.957, 1.603], [5.723, 2.918, -6.326], [-2.318, 3.386, -0.980], [0.303, 0.806, -0.039], [3.488, -0.985, -4.763], [6.509, 1.843, -3.316], [-4.098, 2.323, 0.708], [0.550, 0.657, 1.020], [-2.304, -7.860, -2.700], [4.592, 3.081, -0.569], [5.179, 1.560, -1.635], [4.219, 2.520, 5.922], [-0.008, -0.431, -2.096], [-3.347, 2.122, 3.568], [3.227, -0.111, 3.329], [-3.871, 5.001, -0.277], [-2.393, -6.859, -2.280], [3.200, 2.591, 8.215], [4.397, -0.388, -4.865], [-5.789, 0.942, 1.721], [3.325, 3.335, -5.469], [-3.036, -2.465, 2.023], [-3.381, -6.050, -0.813], [2.482, -0.891, 3.502], [-5.707, -4.249, 3.226], [3.963, 0.881, 6.543], [-0.614, -6.999, -1.068], [0.002, 4.023, 1.738], [-6.824, -4.143, 1.414], [3.039, -1.824, 3.673], [6.272, 2.318, -2.363], [4.883, 2.182, -0.385], [3.459, 1.792, 6.221], [2.073, 3.248, 7.012], [2.665, 1.460, 5.082], [-2.562, -1.777, -1.553], [-1.036, -6.346, -1.833], [2.596, 2.346, 7.339], [-3.980, -4.361, 0.210], [0.801, 2.017, 1.709], [1.644, -1.532, -3.290], [3.406, 2.431, -5.793], [-2.646, -0.047, 2.768], [-4.611, -4.880, 1.250], [-2.642, 4.357, 0.007], [-1.618, 0.344, -3.560], [6.470, 2.911, -7.122], [4.023, 3.071, -7.651], [-1.855, 0.002, -2.547], [-0.331, 0.159, 1.444], [4.380, 2.433, -6.835], [1.835, 1.620, 7.629], [1.842, 2.357, 1.638], [2.560, 0.289, -3.295], [-2.624, 0.656, -2.136], [0.759, -1.978, 2.349], [-5.615, -3.902, 1.954], [-1.556, -2.097, -2.958], [-0.697, 0.137, -1.731], [-1.125, -5.350, -1.392], [-4.125, -1.791, 2.446], [1.562, -1.109, 2.298], [-3.228, -1.546, -3.183], [4.459, 1.412, -7.208], [-4.990, 2.686, 3.493], [-5.468, 0.403, 3.796], [-2.674, 3.626, 1.527], [-3.591, -0.081, 0.861], [-4.221, 2.161, 2.915], [1.905, -0.693, 4.403], [0.604, 1.845, 2.784], [-6.432, -1.768, 2.303], [1.683, -0.290, 1.159], [3.514, -1.031, -2.599], [5.966, 3.350, -2.553], [5.643, 3.935, -5.932], [-1.547, 5.480, 0.079], [6.072, 2.285, -5.510], [2.836, -0.758, -3.414], [7.178, 2.358, -1.756], [-0.340, -6.294, -2.674], [-5.220, -5.997, 0.951], [2.522, 0.281, 1.228], [1.881, -2.461, -3.381], [5.497, 0.538, -1.429], [2.226, 2.266, 4.789], [-4.830, 0.763, 2.671], [-4.830, 3.668, 1.519], [3.745, -2.040, -4.896], [-1.494, 2.194, 2.616], [-5.426, -2.065, 0.461], [-1.854, 1.754, 0.954], [-0.088, 3.182, 0.109]],
  "spin_multiplicity": 1,
  "smiles": "CC(=O)NCCCCN(CCC(F)(F)C(F)(F)C(F)(F)C(F)(F)C(F)(F)C(F)(F)F)S(=O)(=O)F.CCO.CCO.CCO.CCO.CCO.CCO",
  "homo_ev": -9.136
}



{
  "formula": "C16H48F3NO9PS",
  "method": "wB97M-V/def2-TZVPD",
  "elements": ["C", "H", "H", "H", "F", "H", "H", "H", "H", "C", "O", "H", "H", "C", "O", "H", "H", "H", "C", "C", "O", "H", "H", "C", "H", "H", "H", "H", "S", "H", "H", "H", "C", "H", "N", "H", "C", "H", "C", "O", "H", "H", "H", "H", "O", "H", "H", "C", "H", "H", "C", "O", "O", "H", "F", "H", "O", "H", "C", "P", "H", "H", "H", "H", "O", "H", "C", "C", "C", "H", "H", "F", "H", "H", "C", "H", "H", "H", "H"],
  "xyz": [[-3.653, 4.480, -0.330], [-0.713, -3.071, -8.031], [1.468, -0.394, 3.721], [0.801, -1.647, -3.248], [-0.630, 1.958, -3.845], [0.108, -5.702, -6.689], [3.357, -1.756, 5.294], [-0.696, -0.945, 0.864], [5.166, -4.697, 8.359], [-0.118, -5.092, -7.567], [1.974, -1.183, 3.942], [1.360, 0.595, -3.418], [-1.451, -4.183, -5.548], [1.971, -0.426, 6.271], [2.919, -2.217, 8.883], [3.025, 0.082, -3.166], [1.276, -1.214, 6.558], [0.224, 3.601, 1.877], [1.287, 4.097, 3.687], [1.948, -0.994, -4.683], [-4.026, 3.156, 0.088], [2.615, 1.079, -4.579], [-0.542, 2.235, 3.602], [-0.008, -0.144, 0.587], [3.627, -4.439, 7.519], [0.595, 0.108, 1.456], [1.546, 0.228, -0.862], [1.765, 2.753, 2.071], [-4.225, -0.476, -2.560], [-0.606, 0.737, 0.330], [-3.037, 0.635, -0.809], [1.436, -1.455, -0.344], [4.217, -2.801, 8.786], [2.813, -1.395, -5.207], [-3.721, 0.404, -5.397], [-3.079, 5.194, 1.616], [0.887, 3.115, 2.604], [4.768, -2.640, 9.718], [-0.466, -3.677, -7.161], [-2.034, -1.287, -4.445], [-3.783, 1.281, -4.897], [-4.296, 4.788, -1.162], [3.497, -0.066, 4.794], [-3.410, 6.478, 0.442], [1.521, -2.013, -3.776], [0.756, -5.099, -8.217], [-2.638, 4.397, -0.705], [-3.724, 5.495, 0.790], [1.955, 3.619, 4.404], [-0.950, -5.558, -8.094], [0.851, -0.572, -0.587], [-1.643, -3.641, -6.322], [-2.048, 0.975, -2.579], [-4.742, 5.579, 1.176], [-1.259, 3.015, -2.051], [1.165, -0.794, -5.426], [0.049, -0.917, -1.723], [-0.472, -0.137, -1.931], [-3.249, 0.905, -1.842], [-3.590, -1.063, -4.615], [3.639, -4.832, 9.238], [-3.722, -1.493, -1.851], [-1.781, -2.017, -5.057], [-4.925, 3.201, 0.429], [0.248, 1.952, 3.132], [0.367, -3.207, -6.635], [-1.633, 2.206, -3.048], [2.269, 0.276, -3.926], [4.163, -4.280, 8.455], [0.409, 4.451, 4.233], [-4.450, 0.356, -6.100], [-2.635, 2.826, -3.717], [1.794, 4.964, 3.262], [2.611, -0.210, 7.125], [2.788, -0.856, 5.069], [2.442, -2.668, 9.585], [1.387, 0.469, 6.035], [-3.834, 1.819, -1.847], [4.728, -2.250, 7.997]],
  "spin_multiplicity": 1,
  "total_charge": 1,
  "homo_ev": -11.378
}



{
  "formula": "C38H49BrN4O4RuS3Si",
  "method": "wB97M-V/def2-TZVPD",
  "elements": ["N", "C", "H", "H", "C", "C", "H", "C", "H", "Si", "C", "H", "H", "C", "H", "H", "C", "S", "H", "C", "N", "H", "C", "C", "C", "O", "H", "H", "H", "C", "H", "C", "C", "H", "N", "H", "H", "C", "C", "H", "C", "C", "H", "O", "H", "C", "Br", "H", "H", "H", "C", "C", "C", "H", "C", "C", "C", "H", "O", "H", "C", "H", "H", "S", "H", "C", "H", "H", "Ru", "H", "H", "H", "C", "H", "H", "H", "H", "C", "H", "H", "C", "H", "S", "H", "H", "C", "N", "H", "C", "H", "C", "C", "O", "H", "C", "H", "C", "H", "C", "H", "C"],
  "xyz": [[1.049, -1.729, 1.882], [-3.165, 2.657, -1.376], [2.776, -1.079, -2.078], [6.798, -4.930, 0.739], [3.811, -3.333, 0.586], [4.293, -2.033, 0.469], [-0.040, -2.577, 5.072], [4.728, -4.362, 0.683], [-3.993, 1.470, 0.220], [-1.749, 2.634, -2.673], [-0.354, -2.594, -2.232], [-3.515, -3.664, -1.860], [-0.658, 3.798, -5.351], [1.781, -1.482, -1.972], [-2.412, 2.717, -5.700], [-0.266, 6.175, -2.628], [-0.235, -1.807, -1.084], [1.117, -2.522, -3.149], [2.832, 0.332, 6.929], [-0.217, -3.496, 4.511], [0.244, 0.500, 7.541], [-2.033, 3.799, 0.109], [0.923, -3.763, 3.518], [2.769, 0.432, 4.792], [0.828, 0.536, 6.199], [2.523, 0.531, 2.474], [-1.119, 5.355, -1.329], [0.577, -5.879, 3.414], [-5.310, 2.888, -1.309], [2.277, -3.817, 4.243], [-3.845, 2.201, -4.808], [0.978, -2.633, 2.580], [-0.216, 4.242, -4.461], [-1.242, -1.025, 0.647], [1.013, -1.194, -0.965], [0.427, 4.729, -1.898], [-0.827, 0.165, -5.469], [0.670, -5.047, 2.718], [-0.339, 0.882, 2.726], [4.379, -5.383, 0.768], [-2.871, 1.879, -5.178], [-2.998, 3.832, -0.400], [-2.667, -0.699, -4.326], [1.010, 0.452, 8.479], [-0.250, -4.977, 2.138], [-0.632, 0.893, -4.675], [0.073, 1.874, -1.496], [-3.355, 0.478, -1.084], [0.008, 0.415, -3.934], [-1.176, -3.419, 4.000], [-4.529, 2.803, -2.070], [-2.481, -2.348, -0.507], [-2.437, 5.154, -3.793], [-2.245, 1.269, 0.035], [-2.587, -3.150, -1.653], [4.272, 0.208, 0.138], [2.217, 0.422, 6.044], [-3.335, -2.247, 0.148], [-0.965, 0.546, 7.627], [3.095, -3.969, 3.539], [1.958, 0.533, 3.633], [-2.099, 6.102, -4.221], [3.838, 0.357, 4.650], [3.263, 1.579, -0.102], [-2.994, 4.626, -4.569], [-1.531, -3.278, -2.528], [-3.649, 0.202, -3.179], [-0.079, 1.718, -5.114], [1.714, -0.080, 0.716], [-4.584, 3.695, -2.694], [-4.774, 1.940, -2.689], [0.127, 5.244, -4.735], [6.586, -2.819, 0.518], [-1.056, 0.806, 5.264], [-3.780, 3.771, 0.362], [-1.378, 1.126, 2.989], [0.664, 3.662, -4.177], [0.010, 0.689, 5.116], [2.456, -2.898, 4.800], [7.648, -2.627, 0.479], [0.554, 0.679, 3.824], [-2.051, -0.395, -2.699], [5.973, -0.072, 0.171], [2.263, -4.650, 4.946], [-3.101, 4.798, -0.890], [-1.317, -1.673, -0.214], [3.550, -0.874, 0.329], [-3.047, 1.092, -5.918], [-3.182, 1.384, -0.511], [2.746, -3.518, 0.577], [-2.628, 0.041, -3.521], [-1.214, 4.363, -3.298], [-0.077, 0.810, 1.517], [-1.614, -3.881, -3.421], [5.667, -1.782, 0.416], [1.499, -5.258, 2.042], [-1.974, 1.324, -4.059], [-3.125, 5.395, -2.984], [6.102, -4.108, 0.660], [-0.267, -4.325, 5.216], [-0.508, 5.193, -2.211]],
  "spin_multiplicity": 2,
  "total_charge": 1,
  "homo_ev": [-10.872, -10.822],
  "de_lowest_kcal_mol": 0.0
}



{
  "formula": "C5H7FNO5P",
  "method": "wB97M-V/def2-TZVPD",
  "elements": ["C", "O", "N", "H", "H", "C", "H", "O", "H", "H", "O", "P", "F", "C", "O", "O", "H", "C", "C", "H"],
  "xyz": [[-3.504, -1.879, 0.999], [12.007, 5.576, -2.793], [-4.006, -0.992, 1.819], [-3.327, -0.617, 2.476], [-3.037, 0.411, -0.430], [-4.521, -2.419, 0.071], [-2.043, -3.170, 0.178], [12.860, 4.236, -0.776], [-1.576, -2.455, 1.752], [-2.870, -0.931, -1.605], [-5.745, -1.898, 0.324], [12.255, 5.468, -1.335], [-1.021, -0.166, 1.110], [-1.380, -1.115, 0.111], [11.897, 6.592, -0.438], [-4.352, -3.286, -0.767], [-5.531, -1.232, 1.035], [-2.344, -0.224, -0.975], [-2.099, -2.281, 0.807], [-1.662, 0.382, -1.564]],
  "spin_multiplicity": 3,
  "total_charge": -2,
  "homo_ev": [-0.099, -3.947]
}



{
  "formula": "C36H47B2F6O32",
  "method": "wB97M-V/def2-TZVPD",
  "elements": ["H", "C", "F", "B", "H", "O", "H", "C", "C", "H", "C", "C", "F", "O", "O", "C", "C", "H", "F", "H", "C", "C", "O", "H", "H", "B", "O", "O", "H", "O", "O", "H", "O", "O", "H", "H", "H", "H", "O", "H", "O", "H", "H", "H", "C", "C", "H", "H", "C", "C", "O", "H", "F", "C", "O", "H", "C", "C", "H", "O", "O", "O", "O", "C", "C", "H", "H", "O", "C", "C", "H", "O", "H", "H", "O", "O", "O", "H", "C", "C", "H", "C", "C", "C", "H", "O", "H", "F", "O", "C", "H", "C", "C", "H", "C", "H", "C", "H", "H", "C", "H", "C", "O", "O", "H", "F", "H", "H", "H", "H", "O", "H", "O", "O", "O", "C", "C", "H", "O", "H", "H", "C", "C"],
  "xyz": [[-6.099, -0.499, 9.414], [12.553, 1.901, 1.883], [-3.273, 0.272, -3.534], [0.221, -0.205, -3.121], [-2.535, -5.205, -1.358], [-5.040, -0.232, 7.648], [-7.336, 2.158, 5.331], [-1.957, 0.721, -1.608], [6.688, -6.240, -2.767], [-4.015, -6.242, -2.968], [-5.219, 2.468, -2.953], [1.681, 2.243, -2.369], [-2.663, 0.285, -0.520], [12.920, 2.093, 0.513], [5.256, -0.861, -0.767], [-1.037, -0.450, -2.140], [-2.456, -4.400, -4.386], [-8.050, 6.873, -5.348], [-5.040, 0.542, -1.595], [-3.077, -3.567, -1.783], [-2.869, -4.565, -2.172], [6.742, -1.858, -3.660], [-1.911, -4.169, -5.409], [-4.999, -4.810, -2.595], [-3.514, -0.570, 10.459], [1.504, 0.650, -2.391], [5.403, -6.651, -2.762], [11.829, 2.900, -1.283], [6.749, -1.479, -4.678], [-1.856, -4.469, -3.176], [-5.326, 2.181, -4.128], [4.121, -7.077, -1.186], [10.713, 2.378, 0.602], [-3.343, 0.521, 6.375], [5.703, -1.515, 3.974], [3.345, 0.019, -2.324], [0.638, 1.284, -4.849], [-9.108, 0.897, 6.387], [-7.847, -0.220, 3.876], [-1.194, -0.893, -5.863], [7.256, -5.819, -3.721], [-7.738, -0.142, 6.821], [0.649, -1.307, -3.385], [3.658, 2.751, -1.602], [-7.092, -0.324, 2.961], [11.064, 1.651, 1.790], [-7.178, 8.049, -4.341], [2.350, 3.716, -0.906], [-3.771, 0.203, 7.430], [-3.008, 1.232, -2.630], [9.268, -0.111, 3.700], [6.091, 0.293, 1.534], [-4.096, 2.391, -0.867], [-4.345, 1.644, -1.963], [-3.788, -4.668, -4.271], [-4.976, -1.806, 8.976], [6.052, 0.150, 2.614], [-0.136, 0.578, -4.568], [-6.251, 6.769, -6.970], [-8.231, 3.231, 9.335], [-1.353, -1.533, -1.668], [7.239, -6.364, -1.539], [7.581, -1.480, 3.125], [-0.213, -0.444, -5.631], [8.135, -0.274, 3.372], [2.609, 2.069, -0.399], [10.508, 2.022, 2.644], [-5.969, 0.403, 2.811], [5.613, -1.414, -1.753], [-5.121, 6.148, -4.488], [5.161, 0.634, 3.005], [-6.458, 6.123, -4.247], [-1.077, 1.125, -4.556], [-4.467, -0.841, 2.133], [0.760, -0.829, -6.259], [2.551, -0.095, -1.805], [-3.074, 0.226, 8.592], [6.087, -3.930, -3.562], [-3.988, 0.009, 9.671], [5.137, -7.286, -1.508], [0.724, 2.743, -2.271], [5.700, -2.927, -3.426], [-6.066, 7.406, -6.103], [6.161, -1.304, 3.006], [10.825, 0.598, 1.644], [-5.852, 3.492, -2.360], [-4.700, 0.628, 1.168], [-2.542, 2.346, -3.243], [-7.483, 3.039, 7.222], [2.633, 2.729, -1.258], [-6.144, 1.629, 6.529], [11.817, 2.497, -0.168], [-6.283, -0.861, 0.926], [13.102, 1.065, 2.310], [6.191, -6.671, -0.611], [6.553, -7.348, 0.158], [-8.140, 0.864, 6.889], [4.817, -2.794, -4.055], [-5.929, -1.763, 0.435], [-7.183, 1.912, 6.377], [5.853, -5.743, -0.146], [-8.031, 2.577, 8.364], [-4.836, 7.004, -5.492], [6.336, -0.834, -2.742], [-6.748, -0.210, 0.186], [-1.220, 1.777, -1.184], [7.748, -2.190, -3.394], [-6.008, 8.442, -6.425], [2.072, 2.550, -3.338], [5.751, -1.977, 2.258], [-8.309, 1.255, 8.263], [5.265, -8.363, -1.627], [7.235, 0.714, 3.209], [-7.254, -1.184, 1.935], [5.333, -2.701, -2.057], [-4.029, -5.149, -2.951], [-5.124, -0.725, 8.990], [-5.871, 4.204, -3.014], [-4.327, 5.499, -3.895], [12.791, 2.809, 2.441], [-4.297, 0.976, 10.072], [-5.209, -0.154, 1.724], [-7.070, 7.179, -4.991]],
  "spin_multiplicity": 1,
  "total_charge": -1,
  "homo_ev": -4.791
}



{
  "formula": "C5H11N",
  "method": "wB97M-V/def2-TZVPD",
  "elements": ["H", "C", "C", "N", "H", "H", "C", "H", "H", "C", "H", "H", "H", "H", "C", "H", "H"],
  "xyz": [[-0.052, -2.016, 0.077], [-0.975, -1.433, 0.220], [-0.696, 0.074, 0.453], [0.698, 0.723, 0.202], [-1.870, 0.672, -1.213], [-0.346, 1.470, -1.481], [0.356, 0.342, 1.497], [1.522, 0.466, -1.676], [1.479, -1.016, -0.686], [-1.087, 1.168, -0.671], [0.274, 1.109, 2.260], [2.616, 0.308, -0.284], [-1.374, 2.112, -0.216], [0.936, -0.537, 1.790], [1.622, 0.070, -0.650], [-1.600, -1.566, -0.668], [-1.504, -1.945, 1.046]],
  "spin_multiplicity": 1,
  "smiles": "CN1CC1(C)C",
  "homo_ev": -8.104,
  "de_lowest_kcal_mol": 94.2
}



Number 6 is which compound? C5H11N